{"formula": "C8H21ClN4", "method": "the ωB97M-V functional and the def2-TZVPD basis", "e_lumo_ev": -6.3, "e_tot_ha": -995.846071, "homo_energy_ev": -16.1634, "gap_ev": 9.820, "charge": 2, "symbols": ["H", "C", "C", "H", "C", "H", "H", "H", "H", "H", "H", "H", "Cl", "H", "C", "C", "H", "H", "H", "C", "H", "H", "N", "C", "H", "H", "H", "C", "H", "N", "H", "N", "N", "H"], "coordinates": [[-5.783964, -1.873659, 0.634679], [-2.632715, -0.571373, 0.333121], [5.359636, -2.297149, 1.151669], [-0.325555, 0.481875, 1.072764], [0.447742, 1.263248, -0.835277], [-1.479553, -0.193135, -1.270785], [2.362711, 2.148029, -1.245645], [-4.480070, 0.180903, 0.049325], [6.437048, -2.142421, 1.190074], [3.107473, -0.542574, 1.592972], [-0.022749, 1.899894, -1.618561], [3.495924, -0.057263, -2.038630], [-1.160423, 2.739058, 0.969581], [-4.095663, -1.224035, -0.974809], [-1.808731, 0.475671, -0.485187], [-0.621716, 1.067226, 0.223409], [-4.551616, -1.407674, 1.761256], [-2.172552, -1.467172, 0.423438], [0.726891, 0.299510, -1.232061], [1.851131, 1.827948, -0.354561], [3.301217, -2.770607, 1.364398], [4.861927, -0.138866, -1.158289], [2.881755, 0.464291, 1.255301], [-4.055306, -0.789944, -0.039748], [3.328356, 1.222438, 1.785195], [-4.396260, -2.805444, 0.766624], [1.724088, 2.689186, 0.273327], [4.147358, -2.307589, 1.200508], [-2.256299, 1.419170, -0.839898], [3.993392, 0.417097, -1.236464], [4.110951, 1.377749, -1.551305], [-4.788255, -1.827730, 0.850648], [2.462582, 0.615907, 0.096207], [-2.472161, -0.111773, 1.284572]], "forces_ev_per_a": [[-0.090, 0.219, 0.332], [-0.232, 3.394, 1.151], [-0.301, 0.814, 0.200], [0.436, -0.172, 0.474], [0.446, 1.559, 0.234], [0.469, 0.774, -0.946], [0.049, 0.204, -0.302], [-1.435, 0.353, -0.140], [-0.736, -0.202, -0.174], [-0.267, 2.046, -0.924], [0.658, -0.336, 0.351], [0.484, 0.628, 1.187], [0.690, -1.543, -0.557], [-0.388, -0.315, -2.317], [-0.684, -1.050, -0.706], [0.054, 0.898, 0.363], [-0.925, -0.970, 0.299], [2.093, -2.842, -0.305], [-0.418, -0.336, -0.413], [-1.764, -0.141, -1.478], [-4.269, -1.787, 0.525], [-0.326, 0.857, 0.301], [0.987, -1.008, 1.749], [0.339, -0.120, 0.811], [-0.379, -0.028, 0.027], [-0.314, 1.341, 0.179], [0.402, 0.147, 0.981], [5.302, 0.967, -0.536], [-0.962, -1.100, -0.358], [-0.376, -0.950, -2.177], [0.900, -0.264, 0.014], [1.782, 0.608, 0.026], [-0.222, -1.642, 0.660], [-1.001, -0.001, 1.469]]}